Formula: ClH12NaO10
Source: the OMol25 dataset
Level of theory: the ωB97M-V functional and the def2-TZVPD basis

Gap between HOMO and LUMO (alpha / beta) = 9.03 / 3.81 eV
<S²> = 0.764
E_LUMO (alpha / beta) = -4.85 / -10.05 eV
Energy = -37591.720 eV
HOMO level (alpha / beta) = -0.5100 / -0.5094 hartree

The geometry in ORCA input format:
```
! RIJCOSX wB97M-V def2-TZVPD def2/J DEFGRID3
* xyz 1 2
Na -0.8896 -2.5336 -2.7140
Cl 0.3257 -0.0532 -0.1977
O 0.8471 -1.0520 -1.0131
O 1.2099 1.0601 -0.0955
O -0.9406 0.4202 -0.6876
O 0.1324 -0.5623 1.1036
O -2.9220 -0.8676 -2.7555
H -3.1636 -0.0311 -2.3579
H -3.4927 -0.9436 -3.5202
O 2.2638 2.6988 2.5915
H 2.9509 3.1008 2.0600
H 1.8840 2.0272 2.0249
O 2.5991 -2.6825 1.5067
H 3.2380 -2.0387 1.2007
H 1.7625 -2.2177 1.4885
O 3.8931 -0.2742 1.1059
H 3.2821 0.1250 0.4867
H 3.4082 -0.3131 1.9303
O -2.0394 3.1667 -0.7074
H -2.0787 2.4601 -0.0629
H -2.4852 2.8141 -1.4776
O -3.1048 -1.5930 0.3508
H -2.6638 -1.0756 -0.3231
H -4.0166 -1.6349 0.0629
*
```

Results of the natural (NBO) charge analysis, in e, for atoms 1 through 2: Na 0.994; Cl 2.536

---

Formula: ClH16O8
Source: the OMol25 dataset
Level of theory: the ωB97M-V functional and the def2-TZVPD basis

Gap between HOMO and LUMO = 8.49 eV
E_LUMO = 2.88 eV
Energy above the lowest of the compared OMol25 structures with the same formula, charge and spin = 33.1 kcal/mol
Energy = -29165.269 eV
HOMO level = -0.2062 hartree

The geometry in ORCA input format:
```
! RIJCOSX wB97M-V def2-TZVPD def2/J DEFGRID3
* xyz -1 1
Cl 5.1614 -17.3785 16.9073
O 4.4533 -15.3101 20.5922
H 4.7159 -15.7180 19.7671
H 4.9716 -15.7612 21.2586
O 2.1329 -19.7440 18.9541
H 2.6736 -19.1069 18.4872
H 1.4524 -19.9870 18.3264
O 8.4076 -13.8722 16.7014
H 7.8436 -14.6434 16.7605
H 8.4403 -13.5298 17.5946
O 6.6038 -16.1676 12.9766
H 6.4033 -16.1990 13.9121
H 6.5843 -17.0826 12.6962
O 8.7996 -19.4141 18.0747
H 9.2767 -18.6010 18.2403
H 7.8793 -19.1520 18.0521
O 4.8360 -22.0685 17.4551
H 5.5185 -21.4504 17.1935
H 4.1298 -21.5176 17.7926
O 1.8408 -18.2863 14.0900
H 2.1468 -18.1986 13.1873
H 2.6256 -18.1581 14.6229
O 2.8810 -13.8812 15.2034
H 2.8616 -14.1444 14.2833
H 3.4854 -14.4977 15.6167
*
```

Results of the natural (NBO) charge analysis, in e, for atoms 1 through 2: Cl -0.996; O -0.951

---

Formula: ClH16O8
Source: the OMol25 dataset
Level of theory: the ωB97M-V functional and the def2-TZVPD basis

Gap between HOMO and LUMO = 9.82 eV
E_LUMO = 3.30 eV
Energy above the lowest of the compared OMol25 structures with the same formula, charge and spin = 112.7 kcal/mol
Energy = -29161.816 eV
HOMO level = -0.2396 hartree

The geometry in ORCA input format:
```
! RIJCOSX wB97M-V def2-TZVPD def2/J DEFGRID3
* xyz -1 1
Cl -0.2943 -0.1835 -0.1619
O -0.4484 2.4049 0.9816
H -0.3296 1.4699 1.1485
H -0.2387 2.5117 0.0538
O -2.0213 1.7465 -1.0460
H -1.4332 2.4902 -0.9145
H -1.5609 1.0044 -0.6542
O 0.8349 -2.3894 -1.3743
H 1.2829 -2.2333 -0.5430
H -0.0053 -1.9402 -1.2823
O 2.3629 -0.2925 -1.4028
H 1.5765 -0.2955 -0.8570
H 2.5052 -1.2130 -1.6236
O -0.8027 -0.2380 -2.7555
H -0.6698 0.6629 -3.0503
H -0.4600 -0.2511 -1.8618
O -1.6167 -2.0463 1.3033
H -1.1675 -1.6490 2.0493
H -1.2737 -1.5804 0.5407
O 1.4629 0.7807 1.7064
H 2.2148 1.1090 1.2134
H 0.7591 0.7224 1.0602
O -0.3368 -0.5560 2.5958
H 0.2529 -0.3115 1.8826
H -0.5933 0.2770 2.9914
*
```

Results of the natural (NBO) charge analysis, in e, for atoms 1 through 2: Cl -0.632; O -0.919

---

Formula: ClH16O8
Source: the OMol25 dataset
Level of theory: the ωB97M-V functional and the def2-TZVPD basis

Gap between HOMO and LUMO = 7.74 eV
E_LUMO = 2.83 eV
Energy above the lowest of the compared OMol25 structures with the same formula, charge and spin = 47.4 kcal/mol
Energy = -29164.648 eV
HOMO level = -0.1805 hartree

The geometry in ORCA input format:
```
! RIJCOSX wB97M-V def2-TZVPD def2/J DEFGRID3
* xyz -1 1
Cl 24.2960 5.8653 3.7922
O 25.1074 3.4012 -0.7351
H 25.2836 2.4782 -0.5531
H 25.0066 3.8012 0.1286
O 26.3979 10.2849 1.1315
H 27.1262 10.0703 0.5486
H 26.3031 9.5140 1.6909
O 26.5226 2.7063 6.4238
H 26.8285 1.9611 5.9068
H 26.0777 3.2706 5.7915
O 27.3046 8.9289 6.3921
H 26.8438 9.7676 6.3704
H 26.6698 8.2975 6.0533
O 21.4997 2.4545 2.0935
H 21.0519 2.8762 1.3601
H 21.9913 3.1608 2.5126
O 22.9838 8.0998 -1.2240
H 22.7349 7.7306 -0.3766
H 23.6317 8.7718 -1.0119
O 20.7119 5.8763 7.3749
H 21.3952 5.8905 6.7047
H 21.0024 6.5137 8.0272
O 20.8474 9.8954 4.7611
H 20.2540 9.5708 4.0838
H 21.4249 9.1555 4.9489
*
```

Results of the natural (NBO) charge analysis, in e, for atoms 1 through 2: Cl -0.999; O -0.945

---

Formula: ClH18O9
Source: the OMol25 dataset
Level of theory: the ωB97M-V functional and the def2-TZVPD basis

Gap between HOMO and LUMO = 6.95 eV
E_LUMO = 2.62 eV
Energy above the lowest of the compared OMol25 structures with the same formula, charge and spin = 62.9 kcal/mol
Energy = -31244.027 eV
HOMO level = -0.1589 hartree

The geometry in ORCA input format:
```
! RIJCOSX wB97M-V def2-TZVPD def2/J DEFGRID3
* xyz -1 1
Cl -0.7044 0.8257 -0.2430
O -3.4779 3.3909 3.8420
H -2.7376 3.4351 4.4472
H -3.1816 2.8085 3.1425
O 4.7982 0.4084 -2.6683
H 3.9116 0.4642 -2.3118
H 5.0486 1.3176 -2.8322
O 3.5215 3.4299 3.7451
H 3.0987 3.8617 4.4874
H 3.0456 2.6056 3.6440
O 1.4470 -4.1129 -3.5716
H 1.1831 -4.2989 -4.4727
H 1.5295 -3.1599 -3.5375
O -5.7160 -2.8559 -0.7962
H -6.1356 -3.0881 0.0322
H -5.4667 -1.9379 -0.6898
O -2.8544 -1.8333 -5.0516
H -2.9239 -1.6557 -4.1136
H -3.0513 -2.7664 -5.1344
O 3.8915 -1.9094 1.6970
H 4.4858 -2.1026 0.9720
H 3.0714 -1.6552 1.2739
O 0.1976 6.4835 -0.9306
H 0.0771 5.5348 -0.9708
H 1.1261 6.6159 -1.1217
O -1.4742 -3.3496 4.0944
H -1.1243 -3.9412 3.4283
H -1.5853 -2.5148 3.6394
*
```

Results of the natural (NBO) charge analysis, in e, for atoms 1 through 2: Cl -1.000; O -0.946

---

Formula: ClH20O14
Source: the OMol25 dataset
Level of theory: the ωB97M-V functional and the def2-TZVPD basis

Gap between HOMO and LUMO = 10.19 eV
E_LUMO = 2.61 eV
Energy above the lowest of the compared OMol25 structures with the same formula, charge and spin = 29.7 kcal/mol
Energy = -41507.445 eV
HOMO level = -0.2786 hartree

The geometry in ORCA input format:
```
! RIJCOSX wB97M-V def2-TZVPD def2/J DEFGRID3
* xyz -1 1
Cl -24.8150 10.8820 -1.3110
O -25.2260 11.7970 -2.4410
O -25.1040 11.4700 0.0070
O -25.5020 9.5620 -1.5250
O -23.3070 10.7310 -1.4360
O -23.0850 12.8950 -3.8710
H -23.2300 12.5800 -4.7820
H -23.8790 12.4760 -3.5070
O -25.4530 11.3740 3.2560
H -24.9880 12.1260 2.8440
H -26.3440 11.6640 3.1240
O -21.3970 9.8080 0.2630
H -21.7400 10.2160 1.0750
H -22.0460 10.0350 -0.3730
O -25.5500 9.2350 1.4560
H -25.8290 9.8330 2.1470
H -25.4000 9.8420 0.7550
O -25.9310 9.8640 -4.3600
H -25.1390 9.5470 -3.9860
H -26.1720 10.5260 -3.6940
O -23.8800 13.1720 1.6470
H -24.2640 12.5980 0.9670
H -23.0600 12.8380 1.9560
O -26.0080 6.7380 -1.9240
H -26.0280 7.6850 -1.9610
H -25.4150 6.4700 -2.5880
O -23.2770 8.5790 -4.0470
H -22.6900 9.3130 -3.9220
H -23.2880 8.1240 -3.1680
O -21.1840 12.4940 -1.0900
H -20.6510 12.7730 -1.8460
H -22.0260 12.1650 -1.4220
O -21.5380 10.7030 -3.7670
H -21.8350 11.5800 -3.6650
H -21.0210 10.8840 -4.5030
*
```

Results of the natural (NBO) charge analysis, in e, for atoms 1 through 2: Cl 2.435; O -0.855

---

Formula: ClH24O16
Source: the OMol25 dataset
Level of theory: the ωB97M-V functional and the def2-TZVPD basis

Gap between HOMO and LUMO = 9.87 eV
E_LUMO = 2.42 eV
Energy above the lowest of the compared OMol25 structures with the same formula, charge and spin = 32.0 kcal/mol
Energy = -45667.519 eV
HOMO level = -0.2738 hartree

The geometry in ORCA input format:
```
! RIJCOSX wB97M-V def2-TZVPD def2/J DEFGRID3
* xyz -1 1
Cl -28.7700 -1.8990 -13.4090
O -30.1020 -2.5830 -13.2650
O -28.8040 -0.8810 -14.5910
O -28.4550 -1.2070 -12.0980
O -27.7230 -2.9170 -13.7490
O -25.6050 -1.5780 -16.1060
H -25.7040 -2.3120 -15.4980
H -24.6920 -1.4410 -16.0700
O -25.2980 -4.1480 -14.8230
H -24.9700 -3.8560 -13.9840
H -25.3100 -5.1120 -14.8570
O -29.5600 -4.3110 -11.1490
H -29.4700 -3.8170 -10.3180
H -29.8900 -3.6370 -11.7730
O -30.1920 -2.3040 -9.4290
H -30.9480 -2.4640 -8.8200
H -30.4900 -1.5730 -9.9510
O -27.2960 -1.7300 -9.4500
H -28.1580 -2.1080 -9.5780
H -26.6980 -2.1430 -10.1090
O -28.0070 -4.6260 -16.2010
H -27.9630 -4.2010 -17.0360
H -27.8790 -3.9300 -15.5870
O -28.7760 1.6460 -15.3590
H -28.6870 0.7330 -15.1700
H -29.2840 2.0180 -14.5970
O -30.5270 0.4580 -10.3910
H -30.2600 0.6650 -11.2900
H -30.8830 1.3110 -10.0770
O -27.2410 -5.2380 -12.4920
H -28.0390 -4.9550 -12.0550
H -27.0290 -4.5820 -13.1660
O -25.8750 -2.5470 -11.6120
H -25.3600 -1.7010 -11.7180
H -26.7550 -2.4730 -11.9220
O -26.0650 0.4580 -14.3340
H -26.7860 0.5540 -13.7390
H -26.2820 -0.3460 -14.8490
O -27.3550 1.0500 -11.8040
H -27.7460 0.1370 -11.7390
H -26.4220 0.9380 -11.6090
*
```

Results of the natural (NBO) charge analysis, in e, for atoms 1 through 2: Cl 2.387; O -0.795

---

Formula: ClH2NOS2
Source: the OMol25 dataset
Level of theory: the ωB97M-V functional and the def2-TZVPD basis

Gap between HOMO and LUMO = 8.31 eV
E_LUMO = -1.08 eV
Energy above the lowest of the compared OMol25 structures with the same formula, charge and spin = 32.2 kcal/mol
Energy = -37760.385 eV
HOMO level = -0.3450 hartree

The geometry in ORCA input format:
```
! RIJCOSX wB97M-V def2-TZVPD def2/J DEFGRID3
* xyz 0 1
N -3.8830 0.5602 -0.1423
O -2.3130 -1.4941 -0.0237
S 0.4950 -0.2607 -0.4833
S -3.6343 -0.9940 -0.2986
Cl -2.7072 1.6739 0.2551
H -0.1915 -0.2664 -1.7606
H 1.1886 -1.2846 -0.7465
*
```

Results of the natural (NBO) charge analysis, in e, for atoms 1 through 2: N -0.782; O -0.842

---

Formula: ClH2NOS2
Source: the OMol25 dataset
Level of theory: the ωB97M-V functional and the def2-TZVPD basis

Gap between HOMO and LUMO = 8.67 eV
E_LUMO = -0.31 eV
Energy above the lowest of the compared OMol25 structures with the same formula, charge and spin = 118.1 kcal/mol
Energy = -37756.661 eV
HOMO level = -0.3300 hartree

The geometry in ORCA input format:
```
! RIJCOSX wB97M-V def2-TZVPD def2/J DEFGRID3
* xyz 0 1
N -0.6761 0.3119 -0.4110
O 1.5927 1.3846 -0.7570
S -0.3651 -2.3983 0.7796
S 0.4239 -0.6047 0.7142
Cl 0.0923 1.6484 -1.0186
H -0.8780 -0.3492 -1.2722
H -0.1897 0.0074 1.9651
*
```

Results of the natural (NBO) charge analysis, in e, for atoms 1 through 2: N -0.874; O -0.821

---

Formula: ClH2O2PS
Source: the OMol25 dataset
Level of theory: the ωB97M-V functional and the def2-TZVPD basis

Gap between HOMO and LUMO = 9.43 eV
E_LUMO = -0.96 eV
Energy above the lowest of the compared OMol25 structures with the same formula, charge and spin = 37.5 kcal/mol
SMILES string = O=P(=S)Cl.O
Energy = -36774.899 eV
HOMO level = -0.3820 hartree

The geometry in ORCA input format:
```
! RIJCOSX wB97M-V def2-TZVPD def2/J DEFGRID3
* xyz 0 1
O 1.1022 -0.3432 1.4506
P 1.3822 -0.5797 0.0570
S 1.4746 -2.3338 -0.7117
Cl 1.6179 1.1297 -1.0652
O -1.9560 0.4220 -0.1015
H -2.2877 1.2861 -0.2811
H -1.3330 0.4188 0.6519
*
```

Results of the natural (NBO) charge analysis, in e, for atoms 1 through 2: O -0.988; P 1.559